Density functional theory data (the ωB97M-V functional and the def2-TZVPD basis) for a structure of composition C29H34F2MgN3O2S2.

Positions of all 73 atoms, in Å:
Mg1 -0.4978 0.2546 0.6436
C1 4.0529 1.5889 -0.9791
C2 2.7120 1.8624 -0.2950
C3 2.9083 2.3736 1.1399
C4 1.8650 2.8576 -1.0590
C5 2.4198 4.0884 -1.3854
C6 1.6775 5.0681 -2.0213
C7 0.3429 4.8339 -2.2934
C8 -0.2604 3.6202 -1.9794
C9 -1.7648 3.4991 -2.1879
C10 -2.5049 4.5878 -1.4044
C11 -2.1366 3.5536 -3.6729
C12 0.5277 2.6031 -1.3994
N1 -0.0537 1.3428 -1.1024
C13 -0.6154 0.6840 -2.0705
C14 -1.4284 -0.4490 -1.8589
C15 -2.2017 -1.1250 -2.8087
C16 -2.9787 -2.0237 -2.0917
C17 -2.6337 -1.8727 -0.7321
N2 -1.6983 -0.9177 -0.5849
C18 -3.2401 -2.6394 0.4236
C19 -3.4349 -1.7067 1.6268
C20 -4.6021 -3.2059 0.0111
C21 -2.3268 -3.8139 0.8114
H1 4.5483 0.7436 -0.5012
H2 4.7171 2.4536 -0.9124
H3 3.9067 1.3469 -2.0339
H4 2.1887 0.9068 -0.2394
H5 3.4903 3.2986 1.1384
H6 3.4303 1.6293 1.7408
H7 1.9406 2.5814 1.6029
H8 3.4542 4.2845 -1.1286
H9 2.1286 6.0197 -2.2769
H10 -0.2514 5.6220 -2.7424
H11 -2.1089 2.5517 -1.7838
H12 -2.2745 5.5844 -1.7901
H13 -2.2221 4.5476 -0.3519
H14 -3.5846 4.4381 -1.4781
H15 -1.8683 4.5224 -4.1026
H16 -3.2115 3.4091 -3.8076
H17 -1.6152 2.7816 -4.2428
H18 -0.4989 1.0225 -3.1011
H19 -2.2089 -0.9350 -3.8727
H20 -3.7087 -2.7065 -2.4972
H21 -4.0842 -0.8692 1.3654
H22 -2.4818 -1.2995 1.9630
H23 -3.8813 -2.2589 2.4588
H24 -5.2489 -2.4221 -0.3888
H25 -5.0910 -3.6505 0.8815
H26 -4.4924 -3.9852 -0.7472
H27 -1.4060 -3.4523 1.2632
H28 -2.0738 -4.4095 -0.0687
H29 -2.8374 -4.4604 1.5339
F1 -2.7914 1.9083 1.0793
C22 -1.5132 1.7990 1.7107
F2 -0.8827 3.0395 1.3848
H30 -1.7460 1.9080 2.7772
O1 4.6496 -2.5551 0.2276
S1 4.2547 -2.1860 1.5610
O2 5.2174 -1.4778 2.3599
N3 2.8154 -1.3902 1.5461
C23 1.8813 -2.0716 2.1544
S2 0.2798 -1.5756 2.3981
C24 2.3218 -3.4072 2.6736
C25 1.5625 -4.3836 3.2954
C26 2.1864 -5.5696 3.6629
C27 3.5417 -5.7725 3.4168
C28 4.3009 -4.7919 2.7894
C29 3.6641 -3.6244 2.4288
H31 0.5094 -4.2129 3.4807
H32 1.6066 -6.3485 4.1425
H33 4.0043 -6.7056 3.7125
H34 5.3548 -4.9408 2.5881

Values from the calculation:
Energy relative to the best compared isomer or geometry (same formula, charge and spin): 9.7 kJ/mol
Highest occupied orbital energy: -0.187 Ha
Energy: -71745.32872 eV
Net charge: -1
LUMO level: 2.4 eV
Kohn-Sham gap: 7.440 eV

Here are the Löwdin charges for atoms 1 to 6, given in e: atom 1 (Mg): 0.57, atom 2 (C): -0.06, atom 3 (C): -0.38, atom 4 (C): -0.05, atom 5 (C): -0.14, atom 6 (C): -0.05



Density functional theory data (the ωB97M-V functional and the def2-TZVPD basis) for a structure of composition C29H34F5N5O4S3TcTe.

Positions of all 82 atoms, in Å:
Tc1 0.2005 -0.4822 0.1776
C1 -0.9429 1.9197 3.4538
C2 0.0064 1.6920 2.3177
C3 0.9452 0.6174 2.3572
C4 1.9994 0.5369 1.4417
C5 3.2929 -0.1811 1.7389
C6 1.8705 1.3024 0.2709
C7 0.9055 2.3262 0.1679
C8 0.8163 3.1714 -1.0655
C9 0.0414 2.5551 1.2380
H1 -1.9643 1.7781 3.1123
H2 -0.8423 2.9464 3.8084
H3 -0.7579 1.2410 4.2831
H4 0.9708 -0.0163 3.2366
H5 3.4591 -1.0871 1.1633
H6 3.3458 -0.4437 2.7938
H7 4.1176 0.4951 1.5144
H8 2.6690 1.2768 -0.4628
H9 -0.1806 3.0848 -1.5022
H10 1.5599 2.8939 -1.8105
H11 0.9637 4.2208 -0.8058
H12 -0.6611 3.3779 1.1883
N1 -4.7505 -4.8685 -6.5385
C10 -4.4890 -3.8859 -5.6785
C11 -4.6298 -4.1043 -4.2781
C12 -4.3803 -3.0907 -3.4000
C13 -3.9827 -1.8375 -3.9074
C14 -3.8352 -1.5973 -5.2860
C15 -4.0800 -2.6122 -6.1661
S1 -3.6878 -0.5407 -2.8269
O1 -4.5224 -0.7370 -1.6350
O2 -3.6512 0.6955 -3.5320
N2 -2.2412 -0.8073 -2.0191
C16 -1.0179 -0.4863 -2.5486
S2 -0.7753 -0.1092 -4.1934
C17 0.9281 -0.0813 -3.9655
C18 1.2399 -0.3319 -2.6897
N3 0.1368 -0.5641 -1.8633
H13 -5.0768 -5.7704 -6.2247
H14 -4.6808 -4.7245 -7.5351
H15 -4.9409 -5.0759 -3.9160
H16 -4.4883 -3.2348 -2.3343
H17 -3.5646 -0.6144 -5.6444
H18 -3.9890 -2.4484 -7.2321
H19 1.5946 0.1156 -4.7885
H20 2.2284 -0.4001 -2.2658
F1 -2.3621 -0.1352 1.7356
Te1 -2.9026 -0.7924 0.0264
F2 -4.2720 -1.3326 1.1303
F3 -3.7286 0.8513 -0.0175
F4 -1.3281 0.7889 -0.2738
F5 -3.2416 -2.5762 -0.5495
O3 -1.1792 -1.6903 0.3651
C19 2.8739 -6.7066 1.0033
C20 2.7094 -5.4294 1.8185
C21 1.2578 -5.0198 1.9894
N4 0.5600 -4.8212 0.7031
C22 0.6143 -3.7704 -0.0559
S3 1.6172 -2.3986 0.3827
N5 -0.0196 -3.7177 -1.2545
C23 -0.9590 -4.5372 -1.9241
O4 -1.3087 -4.1608 -3.0151
C24 -1.4232 -5.8070 -1.2907
C25 -1.1217 -7.0108 -1.9198
C26 -1.5553 -8.2016 -1.3540
C27 -2.3005 -8.1840 -0.1827
C28 -2.6182 -6.9779 0.4299
C29 -2.1774 -5.7822 -0.1185
H21 3.9217 -6.9922 0.9309
H22 2.5037 -6.5870 -0.0174
H23 2.3380 -7.5410 1.4609
H24 3.2722 -4.6083 1.3658
H25 3.1134 -5.5683 2.8226
H26 1.1444 -4.1058 2.5696
H27 0.7014 -5.8123 2.4898
H28 -0.0048 -5.5975 0.3684
H29 0.1492 -2.8621 -1.7735
H30 -0.5512 -7.0130 -2.8399
H31 -1.3147 -9.1425 -1.8296
H32 -2.6398 -9.1138 0.2537
H33 -3.2155 -6.9667 1.3316
H34 -2.4278 -4.8400 0.3479

Values from the calculation:
2S+1: 2
Energy relative to the best compared isomer or geometry (same formula, charge and spin): 135.8 kJ/mol
Highest occupied orbital energy (alpha / beta): -0.468 / -0.468 Ha
Energy: -101835.17394 eV
Net charge: +2
LUMO level (alpha / beta): -8.5 / -8.0 eV
Kohn-Sham gap (alpha / beta): 4.298 / 4.762 eV

Here are the Löwdin charges for atoms 1 to 6, given in e: atom 1 (Tc): 1.44, atom 2 (C): 0.00, atom 3 (C): -0.22, atom 4 (C): -0.04, atom 5 (C): -0.40, atom 6 (C): -0.05



Density functional theory data (the ωB97M-V functional and the def2-TZVPD basis) for a structure of composition C29H34GeN2NiOPSe2.

Positions of all 71 atoms, in Å:
Ni1 -0.1141 0.2039 0.8440
O1 1.5955 0.4613 3.0120
N1 1.4168 1.1329 1.7954
C1 2.5278 1.4471 1.2416
C2 2.7002 2.1336 -0.0226
C3 3.9056 2.8372 -0.1682
C4 4.1889 3.5639 -1.3048
C5 3.2765 3.5755 -2.3509
C6 2.1038 2.8494 -2.2490
C7 1.7958 2.1257 -1.0990
P1 0.2439 1.1489 -1.1303
C8 -0.9138 2.4268 -1.7062
C9 -1.4631 3.2286 -0.7096
C10 -2.2627 4.3044 -1.0466
C11 -2.5361 4.5650 -2.3817
C12 -2.0094 3.7532 -3.3747
C13 -1.1937 2.6858 -3.0426
C14 0.4955 0.0665 -2.5681
C15 -0.6257 -0.5826 -3.0850
C16 -0.4908 -1.4426 -4.1591
C17 0.7626 -1.6780 -4.7069
C18 1.8821 -1.0533 -4.1784
C19 1.7534 -0.1935 -3.1014
H1 0.7541 0.4887 3.4947
H2 3.4432 1.2276 1.7929
H3 4.6203 2.8206 0.6402
H4 5.1200 4.1073 -1.3746
H5 3.4882 4.1429 -3.2444
H6 1.4130 2.8284 -3.0819
H7 -1.2513 2.9869 0.3280
H8 -2.6680 4.9387 -0.2712
H9 -3.1554 5.4067 -2.6504
H10 -2.2269 3.9569 -4.4122
H11 -0.7840 2.0542 -3.8164
H12 -1.5968 -0.3953 -2.6413
H13 -1.3612 -1.9330 -4.5690
H14 0.8686 -2.3445 -5.5478
H15 2.8570 -1.2316 -4.6074
H16 2.6256 0.2880 -2.6816
C20 -0.8366 -4.1177 3.7407
Ge1 0.3892 -4.7517 2.3211
C21 0.0599 -6.6369 1.8209
C22 2.2878 -4.5784 2.8592
C23 0.0001 -3.4851 0.7645
Se1 1.0699 -1.8876 1.0023
C24 2.4857 -2.2831 -0.2537
H17 -0.4882 -4.4480 4.7136
H18 -1.8352 -4.5155 3.5856
H19 -0.8989 -3.0326 3.7485
H20 0.2873 -7.2696 2.6738
H21 0.7042 -6.9420 1.0031
H22 -0.9707 -6.8161 1.5372
H23 2.4319 -5.1236 3.7861
H24 2.5831 -3.5464 3.0193
H25 2.9456 -5.0155 2.1153
H26 -1.0489 -3.1917 0.8011
H27 0.2109 -3.8939 -0.2216
H28 2.9694 -3.2073 0.0523
H29 3.2062 -1.4704 -0.2212
H30 2.0781 -2.3854 -1.2584
Se2 -2.0717 0.1142 1.8516
C25 -3.4465 1.3164 2.4000
C26 -3.4640 1.7418 3.7244
C27 -4.4950 2.5752 4.1284
N2 -5.4580 2.9617 3.3185
C28 -5.4387 2.5679 2.0595
C29 -4.4511 1.7422 1.5423
H31 -2.7060 1.4124 4.4185
H32 -4.5546 2.9284 5.1495
H33 -6.2539 2.9152 1.4404
H34 -4.4767 1.4212 0.5121

Values from the calculation:
2S+1: 3
Energy relative to the best compared isomer or geometry (same formula, charge and spin): 113.0 kJ/mol
Highest occupied orbital energy (alpha / beta): -0.402 / -0.402 Ha
Energy: -273185.89906 eV
Net charge: +1
LUMO level (alpha / beta): -3.3 / -4.0 eV
Kohn-Sham gap (alpha / beta): 7.652 / 6.944 eV

Here are the Löwdin charges for atoms 1 to 6, given in e: atom 1 (Ni): -0.15, atom 2 (O): -0.07, atom 3 (N): -0.11, atom 4 (C): -0.07, atom 5 (C): -0.19, atom 6 (C): -0.02



Density functional theory data (the ωB97M-V functional and the def2-TZVPD basis) for a structure of composition C29H34N5O3SW.

Positions of all 73 atoms, in Å:
W1 -0.3103 -0.2157 -0.2718
C1 -0.4485 -3.0244 0.7333
N1 -1.0972 -1.7500 1.1762
C2 -0.8414 -1.5848 2.6623
C3 0.3263 -0.6891 3.1226
C4 2.5744 0.4110 2.4975
N2 2.1140 0.8456 1.1880
C5 2.4548 1.9345 0.5630
C6 2.0813 2.5613 -0.6770
C7 2.8277 3.7050 -1.0394
C8 2.5413 4.4491 -2.1626
C9 1.4799 4.0873 -2.9845
C10 0.7263 2.9698 -2.6755
C11 1.0117 2.2050 -1.5451
O1 0.2420 1.1362 -1.2688
C12 -2.5972 -1.9218 1.0637
C13 -3.2151 -2.0992 -0.3300
C14 -3.3406 -0.7993 -1.1607
N3 -2.4167 0.2327 -0.6807
C15 -2.8936 1.4485 -0.6563
C16 -2.2999 2.5528 0.0063
C17 -2.9081 3.8260 -0.0736
C18 -2.4956 4.8598 0.7304
C19 -1.4559 4.6532 1.6377
C20 -0.8372 3.4181 1.7425
C21 -1.2409 2.3485 0.9384
O2 -0.7264 1.1193 1.0833
H1 -0.5175 -3.7859 1.5182
H2 0.6128 -2.8697 0.4952
H3 -0.9536 -3.4431 -0.1389
H4 -0.7292 -2.5818 3.1001
H5 -1.7342 -1.1417 3.1143
H6 0.5241 -0.9456 4.1649
H7 -0.0065 0.3554 3.0981
H8 3.6349 0.1595 2.4921
H9 2.3569 1.1045 3.3093
H10 3.1977 2.4996 1.1239
H11 3.6555 3.9989 -0.4139
H12 3.1391 5.3151 -2.3987
H13 1.2440 4.6756 -3.8565
H14 -0.1017 2.6679 -3.3031
H15 -3.0637 -1.0418 1.5209
H16 -2.8751 -2.8028 1.6568
H17 -4.2274 -2.4736 -0.1475
H18 -2.7098 -2.8781 -0.9031
H19 -4.3724 -0.4342 -1.1079
H20 -3.1241 -1.0020 -2.2169
H21 -3.8764 1.6388 -1.0945
H22 -3.7274 3.9719 -0.7588
H23 -2.9923 5.8171 0.6910
H24 -1.1437 5.4600 2.2845
H25 -0.0489 3.2641 2.4651
O3 -0.8190 -1.4967 -1.7079
N4 -0.2148 -2.2250 -2.7019
C22 -0.9507 -2.9477 -3.5724
C23 -0.3369 -3.6568 -4.5683
C24 1.0607 -3.6263 -4.6744
C25 1.7956 -2.9011 -3.7671
C26 1.1412 -2.1816 -2.7590
S1 1.9020 -1.2556 -1.5445
H26 -2.0209 -2.9329 -3.4372
H27 -0.9372 -4.2294 -5.2557
H28 1.5515 -4.1694 -5.4653
H29 2.8735 -2.8615 -3.8039
C27 3.2475 -2.2839 3.6108
C28 2.3378 -2.1509 2.3863
C29 1.6254 -0.7940 2.3195
N5 1.3309 -0.2483 0.9596
H30 3.6149 -3.3040 3.6637
H31 2.7207 -2.0785 4.5375
H32 4.1111 -1.6305 3.5506
H33 1.6125 -2.9581 2.4341
H34 2.9380 -2.2749 1.4819

Values from the calculation:
Energy relative to the best compared isomer or geometry (same formula, charge and spin): 283.6 kJ/mol
Highest occupied orbital energy: -0.615 Ha
Energy: -56851.76370 eV
Net charge: +3
LUMO level: -11.0 eV
Kohn-Sham gap: 5.729 eV

Here are the Löwdin charges for atoms 1 to 6, given in e: atom 1 (W): 1.92, atom 2 (C): -0.06, atom 3 (N): -0.29, atom 4 (C): -0.12, atom 5 (C): -0.09, atom 6 (C): 0.03



Density functional theory data (the ωB97M-V functional and the def2-TZVPD basis) for a cluster of 2 separate species, C29H34O4S2 in total.

Positions of all 69 atoms, in Å:
C1 0.4253 -3.7584 -5.8118
C2 0.8149 -2.9083 -4.6398
C3 1.3622 -3.4774 -3.4941
C4 1.7832 -2.7137 -2.4045
C5 2.4101 -3.5100 -1.2987
C6 1.5897 -1.3140 -2.4049
C7 2.0461 -0.3973 -1.2511
C8 3.5805 -0.3785 -1.1557
C9 1.3882 -0.7125 0.1142
C10 0.0251 -0.0903 0.4046
C11 -0.9959 -0.8707 1.1465
C12 -2.3737 -0.8067 0.7924
C13 -2.8070 -0.2314 -0.5088
C14 -3.3447 -1.2686 1.6743
C15 -3.0192 -1.8721 2.8891
C16 -4.0823 -2.2898 3.8585
C17 -1.6680 -2.0426 3.1861
C18 -0.6622 -1.5512 2.3516
C19 0.7490 -1.7884 2.8206
C20 1.0569 -0.7348 -3.5746
C21 0.9008 0.7595 -3.7067
C22 0.6627 -1.5226 -4.6570
H1 0.0161 -3.1347 -6.6141
H2 1.2864 -4.3141 -6.2101
H3 -0.3334 -4.5005 -5.5285
H4 1.4839 -4.5606 -3.4519
H5 3.0563 -2.9461 -0.6279
H6 1.6502 -4.0231 -0.6918
H7 3.0208 -4.3145 -1.7336
H8 1.7628 0.6348 -1.4973
H9 4.0117 -0.0728 -2.1185
H10 3.9163 0.3434 -0.4001
H11 3.9976 -1.3595 -0.9053
H12 1.3022 -1.8095 0.2049
H13 2.1155 -0.3820 0.8877
H14 -0.3433 0.5825 -0.3793
H15 -3.8623 -0.4593 -0.6717
H16 -2.7219 0.8578 -0.5103
H17 -2.2397 -0.6371 -1.3508
H18 -4.3940 -1.1570 1.4027
H19 -3.6344 -2.7065 4.7645
H20 -4.7127 -1.4415 4.1507
H21 -4.7453 -3.0465 3.4263
H22 -1.3873 -2.5632 4.1080
H23 0.7297 -2.1448 3.8637
H24 1.2498 -2.5836 2.2406
H25 1.3800 -0.8872 2.8034
H26 0.5021 1.0034 -4.6990
H27 0.1969 1.1790 -2.9715
H28 1.8549 1.2987 -3.6071
H29 0.2314 -1.0398 -5.5365
C23 0.0411 6.7434 2.6627
C24 0.8815 5.7404 2.1806
C25 0.3450 4.4855 1.8954
C26 -0.9914 4.2068 2.1421
C27 -1.8307 5.1995 2.6530
C28 -1.3118 6.4744 2.8954
S1 -1.4479 2.5144 1.7628
O1 -1.7556 1.8193 3.0050
O2 -2.4282 2.5982 0.6910
C29 0.0532 1.9206 1.1947
S2 1.2944 3.0907 1.2844
O3 1.7954 3.4321 -0.0323
O4 2.2026 2.6641 2.3418
H30 0.4435 7.7347 2.8559
H31 1.9465 5.9110 2.0182
H32 -2.8768 4.9607 2.8509
H33 -1.9673 7.2596 3.2686
H34 0.3744 0.9088 1.6527

Values from the calculation:
Highest occupied orbital energy: -0.310 Ha
Energy: -60481.03351 eV
Net charge: 0
LUMO level: -1.1 eV
Kohn-Sham gap: 7.340 eV

Here are the natural (NBO) charges for atoms 1 to 6, given in e: atom 1 (C): -0.63, atom 2 (C): 0.00, atom 3 (C): -0.22, atom 4 (C): -0.02, atom 5 (C): -0.65, atom 6 (C): 0.04



Density functional theory data (the ωB97M-V functional and the def2-TZVPD basis) for a structure of composition C29H35Cl2I2N6O5PY.

Positions of all 81 atoms, in Å:
Y1 -0.1440 -0.2744 0.0567
C1 1.2599 0.3159 3.4694
N1 0.0377 0.4766 2.6828
C2 -1.0695 -0.2085 3.4026
C3 -0.3174 1.8663 2.4489
C4 0.2178 2.9360 3.1590
C5 -0.1997 4.2358 2.9082
C6 -1.1708 4.4672 1.9449
C7 -1.7089 3.4075 1.2287
C8 -1.2918 2.0985 1.4628
N2 -1.7213 0.9996 0.7017
C9 -3.0520 0.8585 0.3032
C10 -4.1397 1.4995 0.9169
C11 -5.4430 1.2492 0.5175
C12 -5.7127 0.3480 -0.5033
C13 -4.6503 -0.2961 -1.1145
C14 -3.3418 -0.0491 -0.7230
N3 -2.2170 -0.7081 -1.4038
C15 -2.3478 -2.1805 -1.3461
C16 -2.2014 -0.2773 -2.8157
H1 1.1184 0.6360 4.5041
H2 1.5302 -0.7376 3.4809
H3 2.0759 0.8932 3.0387
H4 -1.1890 0.2175 4.4000
H5 -2.0016 -0.0934 2.8555
H6 -0.8401 -1.2707 3.4884
H7 0.9720 2.7649 3.9223
H8 0.2314 5.0594 3.4685
H9 -1.5034 5.4798 1.7396
H10 -2.4367 3.5935 0.4466
H11 -3.9535 2.1772 1.7392
H12 -6.2596 1.7576 1.0207
H13 -6.7314 0.1438 -0.8155
H14 -4.8535 -1.0073 -1.9092
H15 -3.1892 -2.5416 -1.9366
H16 -1.4367 -2.6374 -1.7400
H17 -2.4924 -2.4906 -0.3134
H18 -3.1351 -0.5419 -3.3126
H19 -2.0999 0.8107 -2.8515
H20 -1.3858 -0.7617 -3.3454
I1 1.2298 4.8618 -1.5149
C17 2.4335 3.4171 -0.5964
C18 3.7197 3.7906 -0.1598
C19 4.5217 2.8901 0.4726
I2 6.4255 3.5148 1.0714
C20 4.0645 1.5722 0.7204
C21 4.8246 0.5775 1.3799
C22 4.2953 -0.6613 1.5896
C23 2.9876 -0.9229 1.1580
N4 2.2417 -0.0395 0.5376
C24 2.7597 1.2096 0.3022
C25 1.9221 2.1405 -0.4032
O1 0.7442 1.7505 -0.8624
H21 4.0657 4.8048 -0.3223
H22 5.8302 0.8130 1.7148
H23 4.8557 -1.4346 2.0982
H24 2.5492 -1.8946 1.3447
Cl1 1.8609 -4.4795 2.4179
C26 0.6445 -4.5603 1.1190
Cl2 1.0800 -5.7959 -0.0749
C27 0.4714 -3.1372 0.5288
O2 1.0122 -2.8108 -0.5482
O3 -0.2381 -2.3492 1.2105
H25 -0.2728 -4.8808 1.5825
N5 0.9816 1.7036 -3.4789
C28 2.1633 0.7818 -3.6228
P1 1.5987 -0.8973 -3.1606
O4 1.1883 -1.7018 -4.3438
O5 0.6466 -0.6495 -2.0297
C29 3.0407 -1.8113 -2.4728
N6 2.6196 -3.2694 -2.4641
H26 1.1835 2.6452 -3.7844
H27 0.6397 1.7659 -2.4154
H28 0.1872 1.3647 -4.0072
H29 2.9591 1.1296 -2.9643
H30 2.5151 0.7753 -4.6507
H31 3.2840 -1.4943 -1.4588
H32 3.9057 -1.6988 -3.1229
H33 1.9350 -3.4209 -1.6832
H34 3.3884 -3.9113 -2.3463
H35 2.1354 -3.4662 -3.3471

Values from the calculation:
Energy relative to the best compared isomer or geometry (same formula, charge and spin): 21.4 kJ/mol
Highest occupied orbital energy: -0.338 Ha
Energy: -101400.68657 eV
Net charge: +1
LUMO level: -2.9 eV
Kohn-Sham gap: 6.295 eV

Here are the Löwdin charges for atoms 1 to 6, given in e: atom 1 (Y): 1.59, atom 2 (C): -0.09, atom 3 (N): -0.23, atom 4 (C): -0.05, atom 5 (C): -0.21, atom 6 (C): -0.02